(1)
C5H8O | ωB97M-V with the def2-TZVPD basis set

The calculation puts the total energy at -270.48182 Ha. For the LUMO energy, the calculation gives 1.2 eV. The orbital gap comes out at 10.601 eV. The net charge is 0.

```
14
Properties=species:S:1:pos:R:3:nbo_charge:R:1
C -0.044 -0.756 -1.042 -0.40
C -1.047 -0.917 0.136 -0.44
C -0.758 0.538 0.566 0.11
O 0.210 0.629 1.617 -0.53
C 1.284 0.679 0.660 -0.06
C 0.316 0.653 -0.533 -0.27
H 0.785 -1.471 -1.094 0.20
H -0.544 -0.737 -2.015 0.21
H -0.753 -1.637 0.906 0.22
H -2.078 -1.117 -0.168 0.21
H -1.595 1.231 0.701 0.18
H 1.953 -0.189 0.742 0.17
H 1.870 1.598 0.770 0.18
H 0.378 1.478 -1.245 0.21
```

(2)
C5H8O | ωB97M-V with the def2-TZVPD basis set

The calculation puts the total energy at -270.46339 Ha. For the LUMO energy, the calculation gives 0.7 eV. The orbital gap comes out at 9.892 eV. The net charge is 0.

```
14
Properties=species:S:1:pos:R:3:nbo_charge:R:1
C 1.446 0.658 -0.840 -0.36
C 1.072 -0.023 0.242 -0.24
C 0.296 -1.267 0.126 -0.25
C -0.733 -1.481 -0.690 -0.36
H 1.048 0.377 -1.811 0.20
H 2.198 1.436 -0.807 0.20
H 1.456 0.255 1.227 0.21
H 0.708 -2.086 0.709 0.21
H -1.198 -0.679 -1.258 0.21
H -1.164 -2.470 -0.793 0.20
C -1.279 1.325 0.975 0.28
O -2.185 0.702 0.485 -0.51
H -0.820 2.197 0.476 0.12
H -0.845 1.058 1.960 0.11
```

Looking at M for the records above, in order, we have 84.1, 84.1 g/mol.
Looking at ΔE to the lowest compared entry with this formula, charge and spin for the records above, in order, we have 2.070, 2.571 eV.